Entry 1:
Below is a single C11H13OPS molecule at a distorted geometry, with properties calculated with wB97M-V/def2-TZVPD.

Computed properties:
Net charge   0
HOMO (spin up / spin down)   -0.29721 / -0.29743 hartree
Frontier orbital gap (spin up / spin down)   5.50 / 5.51 eV

Geometry as XYZ:
```
27
Properties=species:S:1:pos:R:3:lowdin_charge:R:1
C -0.200 -2.091 -3.978 -0.050
C -0.679 -1.031 -3.184 -0.058
C 0.194 -3.311 -3.357 -0.058
C -0.456 -0.979 -1.821 -0.058
C 0.296 -3.322 -1.952 -0.101
C 0.116 -2.144 -1.232 -0.368
C 0.991 0.477 1.342 -0.084
C 1.245 -0.827 1.158 -0.287
C -0.317 1.304 1.287 -0.719
C 0.059 2.793 1.020 -0.021
C -0.906 1.138 2.766 -0.037
O -1.172 0.800 0.393 -0.158
P 0.075 -2.085 0.579 0.617
S 0.189 -3.607 1.769 0.302
H -0.440 -2.126 -5.028 0.098
H -1.158 -0.250 -3.769 0.110
H 0.186 -4.288 -3.817 0.101
H -0.748 -0.227 -1.192 0.029
H 0.675 -4.199 -1.433 0.098
H 1.722 1.197 1.560 0.093
H 2.315 -1.244 1.251 0.111
H -0.793 3.169 0.497 0.074
H 0.862 2.791 0.336 0.051
H 0.464 3.234 1.987 0.105
H -1.945 1.411 2.910 0.070
H -0.398 1.812 3.460 0.054
H -0.706 0.141 3.264 0.085
```

Entry 2:
Below is a molecular structure, C11H14BCaN7S at a distorted geometry, with properties calculated with wB97M-V/def2-TZVPD.

Computed properties:
Net charge   +2
HOMO (spin up / spin down)   -0.55108 / -0.55117 hartree
Frontier orbital gap (spin up / spin down)   2.36 / 2.36 eV

Geometry as XYZ:
```
35
Properties=species:S:1:pos:R:3:lowdin_charge:R:1
C 3.000 -0.072 0.731 -0.092
N 1.731 -0.075 0.258 -0.085
N 1.819 0.025 -1.122 0.001
C 3.116 0.035 -1.494 0.007
C 3.908 -0.009 -0.343 0.050
B 0.537 0.160 -2.004 -0.456
N -0.452 -1.002 -1.669 -0.008
N -0.910 -1.235 -0.378 -0.048
C -1.801 -2.249 -0.468 -0.091
C -1.885 -2.698 -1.797 0.030
C -1.007 -1.893 -2.518 -0.008
Ca -0.042 -0.379 1.815 1.226
N -0.156 1.519 -1.644 0.006
N -0.566 1.737 -0.352 0.071
C -1.096 2.957 -0.293 -0.072
C -1.039 3.556 -1.569 0.082
C -0.434 2.605 -2.395 0.023
H -1.492 3.373 0.626 0.130
H -0.182 2.625 -3.446 0.151
H -1.384 4.534 -1.842 0.131
H 0.823 0.152 -3.164 0.129
H -0.728 -1.890 -3.563 0.145
H 3.376 0.067 -2.543 0.148
H -2.500 -3.494 -2.177 0.124
H 4.977 0.009 -0.286 0.125
H -2.343 -2.618 0.396 0.111
H 3.205 -0.097 1.798 0.105
H -2.155 -0.531 2.162 0.028
C -1.900 -1.329 2.884 -0.105
H -2.658 -2.115 2.748 0.081
H -0.916 -1.826 2.737 -0.002
H -1.969 -0.947 3.908 0.056
S 1.173 0.952 3.880 0.651
C 0.293 0.306 5.118 -0.798
N -0.344 -0.155 6.004 0.156
```